1.
C5H16Br4GaO6P2 | ωB97M-V/def2-TZVPD

The net charge is -1. Its HOMO energy is -5.30 eV. For the maximum force, the calculation gives 3.18 eV/A.

Cartesian coordinates (Å):
O 3.270 -1.815 2.337
P 1.859 -1.427 1.957
O 1.329 -0.249 2.988
O 1.808 -0.915 0.381
C 0.798 -2.939 2.039
Ga -0.915 -2.808 0.879
P -2.427 -1.387 2.047
O -1.717 -0.184 2.649
O -3.622 -0.913 0.950
O -3.167 -2.293 3.270
H 1.029 0.524 2.519
H 1.049 -0.353 0.202
H 1.416 -3.708 1.561
H 0.607 -3.188 3.086
H -0.631 -2.227 -0.597
H -1.614 -4.249 0.834
H -3.149 -0.586 0.193
H -2.426 -2.554 3.806
Br 1.159 -2.075 -3.610
C 2.373 -0.575 -3.864
C 2.681 0.111 -2.560
Br 1.193 1.223 -1.976
H 1.911 0.085 -4.593
H 3.277 -1.006 -4.290
H 3.521 0.795 -2.677
H 2.892 -0.582 -1.749
Br -0.961 3.740 -2.837
C -1.751 4.638 -1.299
C -1.356 3.969 -0.008
Br -2.341 2.316 0.285
H -2.825 4.657 -1.459
H -1.363 5.655 -1.334
H -1.607 4.602 0.841
H -0.300 3.717 0.031

Atom charges from the Mulliken analysis, given in e for atoms 1 to 2:
1. O -0.727
2. P 0.875

---

2.
C2H21NO8 | ωB97M-V/def2-TZVPD

Its HOMO energy is -9.26 eV. Its SMILES is CNCO.O.O.O.O.O.O.O. For the maximum force, the calculation gives 6.26 eV/A.

Cartesian coordinates (Å):
C -0.337 -0.658 -3.090
N -1.203 -0.742 -1.923
C -1.758 0.588 -1.558
O -0.818 1.358 -0.964
H 0.749 -0.548 -2.918
H -0.680 0.204 -3.650
H -0.262 -1.595 -3.554
H -0.595 -1.265 -1.175
H -2.051 1.158 -2.535
H -2.693 0.516 -0.911
H -0.878 2.301 -1.096
O 2.137 2.120 -0.456
H 1.338 1.577 -0.608
H 2.661 1.538 0.097
O 2.574 1.209 1.971
H 2.907 2.091 1.691
H 2.053 1.525 2.767
O -0.194 -3.515 -1.594
H -1.008 -4.003 -1.643
H -0.518 -2.848 -1.095
O 0.846 2.961 1.939
H 0.333 2.415 1.289
H 1.306 3.656 1.385
O 0.911 -1.466 2.978
H 1.626 -0.774 3.020
H 0.122 -1.094 3.112
O -1.328 -0.053 1.937
H -0.726 0.487 2.275
H -1.280 0.006 1.002
O -0.906 -2.421 0.792
H -1.806 -2.795 1.053
H -0.523 -1.932 1.464

Atom charges from the Mulliken analysis, given in e for atoms 1 to 2:
1. C -0.878
2. N -0.150

---

no.,gap between HOMO and LUMO (Eh)
1,0.2753
2,0.3413